A molecular structure, C15H15AsF6N3O3Rh in a non-equilibrium geometry. Source: OMol25; level of theory: the ωB97M-V functional and the def2-TZVPD basis.

```
! wB97M-V def2-TZVPD RIJCOSX def2/J DEFGRID3
* xyz 1 2
Rh -0.188 0.420 -0.285
O -1.320 -3.151 -1.704
C -0.969 -2.023 -1.529
N -0.783 -1.401 -0.282
C -1.062 -2.004 0.948
O -1.415 -3.132 1.128
C -0.874 -1.019 2.068
C -0.982 -1.381 3.393
C -0.782 -0.407 4.359
C -0.479 0.890 3.968
C -0.387 1.184 2.621
N -0.594 0.239 1.699
C -0.662 -1.075 -2.657
C -0.947 -1.371 -3.970
C -0.629 -0.429 -4.938
C -0.054 0.775 -4.560
C 0.200 1.008 -3.221
N -0.090 0.084 -2.302
H -1.210 -2.411 3.633
H -0.863 -0.656 5.409
H -0.319 1.674 4.694
H -0.176 2.181 2.260
H -1.413 -2.318 -4.202
H -0.829 -0.633 -5.982
H 0.185 1.538 -5.286
H 0.630 1.936 -2.869
C 3.548 0.431 1.557
C 2.367 -0.426 1.158
C 2.747 -1.792 0.572
O 1.583 0.243 0.197
H 4.058 -0.046 2.393
H 3.217 1.421 1.868
H 4.249 0.543 0.730
H 1.746 -0.628 2.042
H 3.302 -1.659 -0.356
H 1.858 -2.389 0.370
H 3.370 -2.307 1.302
F -2.123 0.852 -0.901
As -2.392 2.683 -0.605
F -4.053 2.462 -0.775
F -2.124 2.892 -2.274
F -0.554 2.599 -0.465
F -2.380 4.334 -0.265
F -2.410 2.265 1.059
*
```

Orbital gap (spin up / spin down), eV: 8.773 / 6.661
E_LUMO (spin up / spin down), eV: -4.665 / -6.773
Strongest force on any atom, eV Å⁻¹: 1.6
Energy above the lowest of the compared OMol25 structures with the same formula, charge and spin, kcal per mole: 0.0
Highest occupied orbital energy (spin up / spin down), eV: -13.44 / -13.43